This record from the Open Molecules 2025 dataset describes a cluster of 2 separate species, C10H20N3O3 in total at a distorted geometry. The level of theory is ωB97M-V/def2-TZVPD.

```
36
Properties=species:S:1:pos:R:3:lowdin_charge:R:1
O -3.009 0.648 1.829 -0.008
C -2.155 -0.239 1.310 -0.146
O -2.281 -1.707 1.359 -0.137
C -2.300 -2.213 2.746 -0.137
C -0.862 -2.927 3.201 -0.109
N 0.212 -2.382 2.284 -0.131
C 0.672 -3.078 1.021 0.088
C 1.791 -1.998 0.501 0.048
N 1.818 -0.838 1.507 0.040
C 0.852 -1.066 2.665 0.083
H -1.165 0.189 0.802 0.136
H -3.117 -3.079 2.786 0.156
H -2.507 -1.380 3.558 0.147
H -0.594 -2.723 4.329 0.148
H -0.877 -4.100 3.051 0.148
H 0.285 -4.094 0.590 0.155
H 2.388 -2.157 -0.493 0.137
H 2.421 0.032 1.443 0.165
H 0.599 -0.416 3.604 0.182
C -1.138 2.314 -2.290 -0.065
C 0.106 2.812 -1.558 -0.416
C 1.399 2.716 -2.400 -0.190
O 1.933 1.394 -2.513 -0.206
C 1.299 0.589 -3.495 -0.108
N 0.236 2.085 -0.287 0.029
H -1.198 1.223 -2.329 0.061
H -2.043 2.661 -1.779 0.083
H -1.171 2.696 -3.316 0.085
H -0.058 3.872 -1.331 0.142
H 2.174 3.302 -1.893 0.123
H 1.270 3.167 -3.391 0.124
H 0.981 1.169 -4.366 0.097
H 0.452 0.061 -3.055 0.069
H 2.015 -0.167 -3.828 0.088
H 1.007 2.492 0.245 0.073
H 0.568 1.141 -0.509 0.044
```

Values from the calculation:
- Electronic energy: -21293.122 eV
- HOMO level: -12.031 eV
- Net charge: +1
- Molecular weight: 230.3 g mol⁻¹
- Largest force on an atom: 9.1 eV/Å
- Gap between HOMO and LUMO: 7.6 eV